(1)
One molecule with the formula C6H7P in a non-equilibrium geometry, computed with the ωB97M-V functional and the def2-TZVPD basis.

```
14
Properties=species:S:1:pos:R:3:lowdin_charge:R:1
C 0.71 -1.55 1.13 0.09
C 1.17 -0.60 0.57 -0.23
C 1.39 0.76 0.05 -0.48
P 0.40 1.28 -1.37 0.86
C -0.89 -0.04 -1.13 -0.43
C -1.56 0.20 0.32 -0.18
C -1.99 0.42 1.40 0.07
H 0.26 -2.41 1.52 0.03
H 1.26 1.53 0.84 0.08
H 2.40 0.86 -0.38 0.07
H 1.11 0.40 -2.23 -0.05
H -0.37 -1.09 -1.02 0.09
H -1.63 0.07 -2.02 0.08
H -2.25 0.17 2.33 -0.01
```

Structure (SMILES) ... C#CCPCC#C
Spin multiplicity ... 1
E ... -573.97859 Eh
HOMO-LUMO gap ... 10.49 eV


(2)
C11H17BN6O3PtS as an isolated structure in a non-equilibrium geometry, computed with the ωB97M-V functional and the def2-TZVPD basis.

```
40
Properties=species:S:1:pos:R:3:lowdin_charge:R:1
C -1.56 2.22 -0.54 -0.09
N -0.89 1.10 -0.87 -0.20
N -1.50 0.49 -1.91 -0.01
C -2.50 1.30 -2.35 0.01
C -2.57 2.40 -1.49 0.01
B -1.19 -0.96 -2.36 -0.40
N 0.35 -0.96 -2.61 0.00
N 1.26 -0.39 -1.71 -0.08
C 2.51 -0.68 -2.17 -0.07
C 2.40 -1.26 -3.44 0.00
C 1.04 -1.41 -3.69 0.00
Pt 0.91 0.86 -0.07 1.31
N -1.65 -1.99 -1.19 0.05
N -1.06 -1.72 -0.01 0.10
C -1.54 -2.49 0.93 -0.05
C -2.45 -3.40 0.34 0.13
C -2.49 -3.05 -1.02 0.09
H -1.18 -2.33 1.95 0.14
H -3.04 -3.43 -1.85 0.15
H -2.95 -4.14 0.87 0.13
H -1.79 -1.26 -3.35 0.12
H 0.54 -1.77 -4.58 0.15
H -3.10 1.03 -3.22 0.15
H 3.23 -1.53 -4.07 0.12
H -3.27 3.23 -1.51 0.12
H 3.37 -0.47 -1.57 0.11
H -1.31 2.76 0.35 0.11
H 1.74 -0.73 1.09 0.05
C 2.41 0.16 1.03 -0.24
H 3.36 -0.16 0.59 0.06
H 2.26 1.32 0.36 0.02
H 2.53 0.53 2.05 0.05
C 0.63 2.38 3.23 -0.10
S -0.36 0.88 3.09 0.54
O 0.45 -0.22 3.58 -0.22
O -1.64 1.12 3.73 -0.15
O -0.57 0.77 1.56 -0.37
H 1.60 2.13 3.69 0.08
H 0.09 3.09 3.87 0.09
H 0.77 2.80 2.23 0.05
```

Expectation value of S² ... 2.04
Total charge ... +2
Spin multiplicity ... 3
E ... -1525.16772 Eh
HOMO-LUMO gap (spin up / spin down) ... 7.46 / 4.66 eV


(3)
A 2-piece molecular cluster, C3H11N2O2S overall in a non-equilibrium geometry, computed with the ωB97M-V functional and the def2-TZVPD basis.

```
19
Properties=species:S:1:pos:R:3:lowdin_charge:R:1
N 0.57 -1.05 0.80 0.23
C -0.16 0.22 0.20 -0.30
C -0.95 0.99 1.24 -0.51
S 0.31 1.79 2.27 0.78
C -0.92 -0.35 -0.94 -0.50
N -1.26 0.42 -2.00 0.21
O -1.45 -1.46 -0.86 0.06
H 0.61 -0.88 1.79 0.12
H 0.07 -1.86 0.43 0.14
H 1.53 -1.12 0.41 0.12
H 0.70 0.89 -0.23 0.16
H -1.86 1.53 0.90 0.12
H -1.51 0.23 1.78 0.09
H -0.37 2.15 3.41 -0.09
H -1.81 0.06 -2.74 0.12
H -1.13 1.40 -2.09 0.11
H 2.99 -0.35 -1.72 0.07
H 2.32 -1.77 -1.44 0.09
O 2.36 -0.83 -1.20 -0.03
```

Total charge ... +1
Spin multiplicity ... 1
E ... -778.84789 Eh
HOMO-LUMO gap ... 10.36 eV


(4)
A 2-piece molecular cluster, C3H10NP overall in a non-equilibrium geometry, computed with the ωB97M-V functional and the def2-TZVPD basis.

```
15
Properties=species:S:1:pos:R:3:lowdin_charge:R:1
C 0.20 0.16 1.89 -0.28
N -0.89 0.52 1.06 -0.43
P -1.33 -0.22 -0.19 0.85
C -2.65 1.04 -0.68 -0.37
H 0.87 0.95 1.80 0.05
H 0.66 -0.81 1.61 0.05
H -0.11 0.03 2.96 0.08
H -3.29 1.32 0.13 0.01
H -2.21 2.09 -0.84 0.05
H -2.96 0.73 -1.69 0.00
C 2.54 -1.27 -1.00 -0.09
H 2.00 -2.17 -1.41 0.03
H 3.34 -0.89 -1.60 -0.01
H 1.83 -0.88 -1.85 0.02
H 2.00 -0.59 -0.21 0.03
```

Structure (SMILES) ... C/N=P/C.C
Spin multiplicity ... 1
E ... -516.27744 Eh
HOMO-LUMO gap ... 8.79 eV


(5)
One molecule with the formula C5H7NO in a non-equilibrium geometry, computed with the ωB97M-V functional and the def2-TZVPD basis.

```
14
Properties=species:S:1:pos:R:3:lowdin_charge:R:1
C 0.09 0.66 -0.89 -0.07
N -0.13 -0.26 0.10 -0.18
C 0.76 -0.34 1.23 0.01
C -0.96 -1.27 0.09 -0.12
C -2.24 -1.83 -0.41 0.18
C -1.51 -2.48 0.61 -0.48
O -1.55 -3.31 1.48 0.04
H 1.14 0.76 -1.02 0.09
H -0.27 0.38 -1.82 0.07
H -0.29 1.72 -0.79 0.12
H 0.74 0.55 1.80 0.09
H 0.38 -1.19 1.75 0.10
H 1.71 -0.45 0.84 0.07
H -2.99 -1.73 -1.22 0.09
```

Structure (SMILES) ... CN(C)c1cc1=O
Spin multiplicity ... 1
E ... -324.59112 Eh
HOMO-LUMO gap ... 9.28 eV


(6)
A 2-piece molecular cluster, C5H8ClN2 overall in a non-equilibrium geometry, computed with the ωB97M-V functional and the def2-TZVPD basis.

```
16
Properties=species:S:1:pos:R:3:lowdin_charge:R:1
C 1.05 -1.46 -0.33 -0.02
C 0.09 -2.09 0.48 -0.04
C 0.58 -0.45 -1.14 -0.05
C -1.21 -1.75 0.43 -0.07
C -0.75 0.10 -0.97 -0.15
N -1.60 -0.58 -0.17 -0.41
N -0.15 1.82 0.43 0.10
Cl -3.23 0.10 -0.11 0.78
H 2.15 -1.79 -0.40 0.16
H 0.27 -2.98 1.07 0.13
H 1.24 0.12 -1.90 0.16
H -2.09 -2.16 0.96 0.15
H -0.92 0.94 -1.65 0.14
H 0.45 1.61 1.18 0.05
H -0.86 2.46 0.70 0.05
H 0.29 1.97 -0.45 0.03
```

Total charge ... +1
Spin multiplicity ... 1
E ... -764.69442 Eh
HOMO-LUMO gap ... 9.00 eV


(7)
A 2-piece molecular cluster, C5H9N2S overall in a non-equilibrium geometry, computed with the ωB97M-V functional and the def2-TZVPD basis.

```
17
Properties=species:S:1:pos:R:3:lowdin_charge:R:1
C 1.50 1.36 -1.98 0.00
C -0.35 -1.55 2.46 -0.13
C -1.65 -0.70 2.62 -0.24
C 0.53 1.46 -4.23 0.04
C -0.16 -0.17 0.54 -0.41
N 1.19 1.31 -3.12 -0.11
N 0.41 -1.07 1.31 0.00
S -1.71 0.24 0.96 1.06
H 2.24 2.06 -1.46 0.09
H 0.39 -1.54 3.17 0.11
H -0.62 -2.50 2.25 0.10
H -2.66 -1.16 2.69 0.11
H -1.59 0.13 3.23 0.04
H -0.33 2.03 -4.36 0.06
H 0.92 0.91 -5.03 0.06
H 0.49 0.21 -0.29 0.06
H 1.41 -1.05 1.23 0.17
```

Total charge ... +1
Spin multiplicity ... 1
E ... -703.23012 Eh
HOMO-LUMO gap ... 7.04 eV


(8)
One molecule with the formula C3H6N2O in a non-equilibrium geometry, computed with the ωB97M-V functional and the def2-TZVPD basis.

```
12
Properties=species:S:1:pos:R:3:lowdin_charge:R:1
C -2.33 -0.14 0.15 -0.15
N -1.03 -0.81 -0.24 0.03
C -0.06 0.02 -0.14 -0.47
N 0.17 1.38 0.02 0.10
C 1.28 -0.71 -0.02 -0.18
O 2.36 -0.14 0.14 0.01
H -2.29 0.18 1.32 0.12
H -2.70 0.83 -0.40 0.09
H -3.12 -0.87 -0.01 0.04
H -0.56 2.06 -0.11 0.07
H 1.17 1.77 -0.46 0.20
H 1.34 -1.83 0.11 0.13
```

Structure (SMILES) ... C/N=C(\N)C=O
Spin multiplicity ... 1
E ... -302.59536 Eh
HOMO-LUMO gap ... 9.93 eV


(9)
C28H36Cl5N4O5P2S3W as an isolated structure, computed with the ωB97M-V functional and the def2-TZVPD basis.

```
84
Properties=species:S:1:pos:R:3:lowdin_charge:R:1
W -0.22 0.05 0.10 0.86
O -2.28 0.43 -0.38 -0.31
N -2.64 0.55 -1.66 -0.18
C -3.91 0.24 -1.98 -0.01
C -4.37 0.41 -3.26 -0.05
C -3.49 0.92 -4.22 -0.06
C -2.21 1.23 -3.87 -0.08
C -1.75 1.04 -2.55 -0.62
S -0.16 1.38 -2.00 0.73
H -4.50 -0.15 -1.17 0.12
H -5.39 0.14 -3.50 0.11
H -3.83 1.08 -5.24 0.11
H -1.50 1.63 -4.59 0.11
Cl 3.18 0.50 -1.67 0.67
C 2.69 1.63 -0.43 -0.71
C 1.47 1.43 0.22 -0.51
C 1.13 2.44 1.11 -0.70
Cl -0.43 2.18 1.85 0.75
C 1.88 3.56 1.40 -0.77
Cl 1.32 4.75 2.50 0.69
C 3.12 3.68 0.76 -0.73
Cl 4.13 5.02 1.12 0.68
C 3.52 2.71 -0.16 -0.70
Cl 5.04 2.87 -0.95 0.68
C 1.19 -1.38 3.21 -0.23
P 1.45 -1.27 1.41 0.80
C 3.26 -1.06 1.33 -0.25
C 1.26 -3.02 0.86 -0.38
C 1.25 -3.07 -0.66 -0.38
P -0.03 -1.89 -1.27 0.72
C 0.32 -1.80 -3.05 -0.25
C -1.54 -2.91 -1.21 -0.23
H 1.97 -2.00 3.66 0.05
H 0.21 -1.81 3.42 0.03
H 1.25 -0.37 3.62 0.01
H 3.72 -1.81 1.97 0.05
H 3.53 -0.07 1.70 0.00
H 3.63 -1.17 0.32 0.00
H 0.31 -3.38 1.27 0.08
H 2.06 -3.63 1.28 0.09
H 1.06 -4.07 -1.04 0.09
H 2.21 -2.73 -1.06 0.08
H 0.47 -2.80 -3.46 0.05
H 1.22 -1.20 -3.21 0.02
H -0.51 -1.32 -3.57 0.03
H -1.42 -3.86 -1.74 0.05
H -2.38 -2.36 -1.64 0.04
H -1.79 -3.11 -0.16 0.04
C -4.58 -4.49 -3.00 -0.04
C -5.04 -3.94 -1.67 -0.28
C -5.94 -2.89 -1.62 -0.05
C -6.34 -2.36 -0.40 -0.06
C -5.84 -2.90 0.78 -0.28
C -4.94 -3.96 0.74 -0.04
C -4.55 -4.47 -0.48 -0.05
S -6.33 -2.21 2.34 0.62
O -6.59 -3.31 3.24 -0.28
O -7.32 -1.22 2.06 -0.29
N -5.01 -1.45 2.91 -0.12
C -4.47 -0.35 2.11 -0.21
C -3.06 -0.01 2.59 -0.10
C -2.15 -1.21 2.38 -0.60
O -2.34 -2.22 3.05 0.04
O -1.23 -1.16 1.47 -0.30
H -5.25 -4.20 -3.80 0.08
H -4.52 -5.58 -2.97 0.08
H -3.58 -4.12 -3.25 0.07
H -6.35 -2.49 -2.54 0.11
H -7.06 -1.55 -0.34 0.11
H -4.57 -4.38 1.67 0.12
H -3.85 -5.30 -0.51 0.12
H -4.30 -2.09 3.26 0.09
H -5.12 0.51 2.20 0.13
H -4.41 -0.63 1.05 0.10
H -3.08 0.22 3.65 0.13
H -2.71 0.85 2.03 0.06
N 3.84 0.02 5.64 0.08
C 4.24 1.14 5.00 -0.96
N 5.41 1.67 5.40 0.08
S 3.33 1.84 3.78 0.68
H 4.27 -0.27 6.50 0.10
H 2.92 -0.32 5.44 0.07
H 6.04 1.17 6.01 0.10
H 5.76 2.46 4.89 0.09
```

Expectation value of S² ... 0.76
Spin multiplicity ... 2
E ... -5929.20677 Eh
HOMO-LUMO gap (spin up / spin down) ... 6.84 / 6.43 eV


(10)
C43H31BrN2NaO4P2S as an isolated structure, computed with the ωB97M-V functional and the def2-TZVPD basis.

```
85
Properties=species:S:1:pos:R:3:lowdin_charge:R:1
Na 0.99 1.59 -1.42 0.19
O -2.86 0.44 -1.70 -0.49
S -1.62 -0.01 -1.02 0.94
C -1.23 -1.62 -1.74 -0.37
C -2.21 -2.15 -2.57 -0.08
C -2.01 -3.39 -3.16 -0.07
C -0.85 -4.09 -2.91 -0.07
C 0.14 -3.54 -2.10 -0.06
C -0.03 -2.29 -1.51 -0.35
P 1.35 -1.48 -0.59 1.13
C 1.29 -2.36 1.02 -0.38
C 2.40 -2.27 1.87 -0.13
C 2.40 -2.88 3.11 -0.11
C 1.27 -3.56 3.56 -0.10
C 0.15 -3.63 2.74 -0.08
C 0.17 -3.05 1.48 -0.08
C 2.79 -2.30 -1.39 -0.36
C 3.44 -3.43 -0.90 -0.11
C 4.51 -3.99 -1.59 -0.10
C 4.92 -3.44 -2.79 -0.10
C 4.27 -2.32 -3.30 -0.07
C 3.21 -1.75 -2.61 -0.07
C -2.19 -0.62 0.59 -0.36
C -3.21 -1.55 0.61 -0.07
C -3.75 -1.97 1.81 -0.07
C -3.28 -1.43 3.00 -0.07
C -2.27 -0.48 2.98 -0.08
C -1.70 -0.06 1.78 -0.36
P -0.32 1.15 1.71 1.11
C 0.14 1.24 3.48 -0.37
C 0.79 0.13 4.03 -0.10
C 1.19 0.12 5.35 -0.08
C 0.98 1.24 6.15 -0.10
C 0.35 2.35 5.62 -0.09
C -0.08 2.35 4.29 -0.07
C -1.18 2.74 1.48 -0.40
C -0.36 3.83 1.16 -0.12
C -0.89 5.10 1.05 -0.10
C -2.25 5.30 1.24 -0.12
C -3.08 4.22 1.53 -0.11
C -2.54 2.94 1.65 -0.09
H -3.09 -1.55 -2.76 0.11
H -2.77 -3.80 -3.82 0.10
H -0.68 -5.06 -3.37 0.10
H 1.07 -4.08 -1.96 0.10
H 3.28 -1.72 1.55 0.12
H 3.28 -2.81 3.75 0.10
H 1.26 -4.03 4.53 0.10
H -0.74 -4.15 3.07 0.10
H -0.70 -3.13 0.84 0.10
H 3.12 -3.88 0.03 0.09
H 5.00 -4.87 -1.19 0.10
H 5.75 -3.88 -3.33 0.10
H 4.58 -1.89 -4.24 0.11
H 2.68 -0.90 -3.03 0.08
H -3.59 -1.95 -0.32 0.11
H -4.54 -2.71 1.83 0.10
H -3.70 -1.73 3.95 0.10
H -1.93 -0.05 3.91 0.10
H 0.96 -0.74 3.41 0.07
H 1.69 -0.75 5.76 0.10
H 1.30 1.25 7.18 0.10
H 0.17 3.23 6.23 0.10
H -0.58 3.23 3.89 0.10
H 0.70 3.68 0.97 0.08
H -0.25 5.92 0.77 0.11
H -2.68 6.29 1.14 0.10
H -4.14 4.37 1.65 0.10
H -3.19 2.10 1.88 0.10
Br -2.27 4.11 -2.00 0.83
C -1.37 3.45 -3.54 -0.71
C -1.59 4.10 -4.75 -0.11
C -0.93 3.59 -5.86 -0.06
C -0.11 2.48 -5.71 -0.01
C 0.02 1.92 -4.45 -0.16
N -0.61 2.40 -3.37 0.10
C 0.89 0.66 -4.25 -0.61
O 1.57 0.29 -5.21 0.00
O 0.80 0.14 -3.11 -0.14
H -2.24 4.96 -4.81 0.09
H -1.05 4.06 -6.83 0.10
H 0.44 2.04 -6.53 0.11
O 1.58 5.95 -1.36 -0.05
C 1.78 4.76 -1.31 -0.63
N 1.98 3.59 -1.23 0.01
```

Total charge ... -1
Spin multiplicity ... 1
E ... -5885.07622 Eh
HOMO-LUMO gap ... 7.49 eV


(11)
One molecule with the formula C6F10O3 in a non-equilibrium geometry, computed with the ωB97M-V functional and the def2-TZVPD basis.

```
19
Properties=species:S:1:pos:R:3:lowdin_charge:R:1
O 0.52 -0.71 2.09 0.20
C 0.42 -0.92 0.89 -0.27
O -0.07 0.00 -0.01 0.16
C -0.07 1.34 0.30 -0.24
O 0.73 1.88 1.09 0.19
C -1.04 2.28 -0.47 -0.34
F -2.01 1.57 -1.09 0.15
F -1.71 3.14 0.34 0.16
C -0.25 3.08 -1.50 -0.51
F 0.32 2.29 -2.43 0.18
F 0.68 3.91 -0.95 0.17
F -1.09 3.86 -2.23 0.16
C 0.95 -2.27 0.37 -0.32
F 0.94 -2.23 -1.02 0.13
F 2.25 -2.43 0.74 0.16
C 0.07 -3.41 0.87 -0.43
F 0.59 -4.59 0.38 0.15
F -1.22 -3.30 0.38 0.15
F -0.01 -3.49 2.25 0.15
```

Structure (SMILES) ... O=C(OC(=O)C(F)(F)C(F)(F)F)C(F)(F)C(F)(F)F
Spin multiplicity ... 1
E ... -1453.02175 Eh
HOMO-LUMO gap ... 10.86 eV


(12)
C14H21BN5O5S2Zn as an isolated structure, computed with the ωB97M-V functional and the def2-TZVPD basis.

```
49
Properties=species:S:1:pos:R:3:lowdin_charge:R:1
Zn -0.50 -0.55 -0.40 0.44
O -2.40 -1.35 -1.95 -0.09
C -3.53 -1.52 -1.10 -0.22
C -3.05 -2.19 0.17 -0.15
N -2.09 -1.39 0.94 -0.21
C -2.72 -0.21 1.54 -0.11
C -2.76 1.00 0.58 -0.67
O -3.62 1.86 0.80 -0.01
O -1.86 1.01 -0.34 -0.12
C -1.30 -2.25 1.84 -0.12
C -0.24 -3.03 1.05 -0.64
O 0.12 -4.13 1.49 0.00
O 0.20 -2.43 -0.01 -0.13
H -2.47 -0.50 -2.41 0.08
H -4.28 -2.15 -1.57 0.12
H -4.00 -0.56 -0.87 0.12
H -2.57 -3.13 -0.10 0.13
H -3.93 -2.42 0.79 0.13
H -2.11 0.11 2.39 0.11
H -3.73 -0.41 1.89 0.12
H -1.92 -2.96 2.39 0.12
H -0.77 -1.62 2.54 0.10
C 2.26 -2.81 -2.29 -0.03
N 2.80 -1.57 -1.75 -0.10
C 4.00 -1.45 -1.05 -0.05
C 4.12 -0.15 -0.71 -0.07
N 3.01 0.52 -1.19 -0.03
B 2.87 2.06 -1.17 -0.46
N 1.68 2.61 -0.27 0.01
C 1.33 3.94 -0.43 -0.08
C 0.51 4.29 0.56 -0.06
N 0.33 3.16 1.34 -0.12
C -0.48 3.14 2.55 -0.03
C 1.02 2.11 0.80 -0.66
S 1.00 0.50 1.43 0.67
C 2.20 -0.35 -1.81 -0.71
S 0.65 -0.02 -2.50 0.67
H 3.08 -3.53 -2.35 0.08
H 1.87 -2.63 -3.28 0.07
H 1.48 -3.19 -1.65 0.07
H 4.63 -2.30 -0.85 0.11
H 4.90 0.35 -0.16 0.11
H 3.91 2.51 -0.71 0.07
H 2.65 2.46 -2.30 0.07
H 1.72 4.52 -1.25 0.12
H 0.01 5.22 0.79 0.12
H -0.21 3.99 3.18 0.09
H -0.27 2.22 3.08 0.05
H -1.54 3.19 2.31 0.09
```

Total charge ... -1
Spin multiplicity ... 1
E ... -3796.91909 Eh
HOMO-LUMO gap ... 7.73 eV


(13)
C12H11CrF6N7O4S4 as an isolated structure in a non-equilibrium geometry, computed with the ωB97M-V functional and the def2-TZVPD basis.

```
45
Properties=species:S:1:pos:R:3:lowdin_charge:R:1
Cr -0.30 0.19 0.19 0.43
N 1.04 2.15 4.01 0.02
C 0.87 1.64 2.72 -0.89
S -0.64 1.97 1.94 0.67
N 1.88 1.01 2.22 -0.03
N 1.66 0.52 0.94 -0.18
C 2.74 0.52 0.20 -0.13
C 2.88 -0.04 -1.09 -0.27
C 3.93 0.38 -1.94 -0.05
C 3.97 0.06 -3.26 -0.10
C 2.90 -0.71 -3.80 -0.09
C 1.93 -1.18 -2.97 -0.14
N 1.96 -0.94 -1.63 -0.41
H 0.16 2.28 4.49 0.05
H 1.72 1.64 4.54 0.06
H 3.61 1.03 0.59 0.11
H 4.68 1.03 -1.50 0.11
H 4.77 0.42 -3.89 0.09
H 2.82 -0.91 -4.86 0.09
H 1.08 -1.76 -3.30 0.11
F -3.55 -2.62 0.37 0.05
C -4.09 -1.58 -0.33 -0.64
F -5.24 -2.06 -0.86 0.06
F -4.48 -0.67 0.62 0.04
S -3.01 -0.83 -1.69 0.34
O -1.80 -0.47 -0.79 -0.59
O -2.63 -2.10 -2.33 -0.42
N -3.73 0.26 -2.29 -0.32
S -0.64 1.86 -2.42 0.86
O 0.19 1.50 -1.19 -0.60
O 0.06 2.94 -3.15 -0.49
C -1.93 2.95 -1.54 -0.75
F -2.60 2.41 -0.55 0.09
F -2.78 3.43 -2.46 0.08
F -1.27 4.01 -1.02 0.06
N 0.29 -1.67 2.45 0.00
C -0.13 -2.33 3.54 -0.10
C -1.49 -2.15 3.62 -0.06
C -1.81 -1.35 2.51 -0.12
N -0.72 -1.08 1.81 -0.10
H 1.21 -1.60 2.04 0.10
H 0.56 -2.88 4.16 0.11
H -2.17 -2.54 4.36 0.09
H -2.76 -0.96 2.18 0.11
S 0.83 -1.79 -0.64 0.75
```

Expectation value of S² ... 6.07
Total charge ... -2
Spin multiplicity ... 5
E ... -4384.59115 Eh
HOMO-LUMO gap (spin up / spin down) ... 5.36 / 5.46 eV